DFT (ωB97M-V with the def2-TZVPD basis set) results for a cluster of 2 separate species, C3H12N4O in total in a non-equilibrium geometry.

The geometry in ORCA input format:
```
! RIJCOSX wB97M-V def2-TZVPD def2/J DEFGRID3
* xyz 0 1
O 0.65 1.56 -1.26
N 1.72 -0.81 0.17
N 2.16 -0.58 1.52
N -0.77 -0.16 -0.45
N 0.10 1.60 0.96
C 0.07 1.07 -0.31
C -1.97 -0.25 0.40
C -1.05 -0.49 -1.85
H 2.27 -0.28 -0.52
H -0.13 -0.46 -2.43
H -1.48 -1.49 -1.90
H 2.99 0.03 1.55
H -2.76 0.39 0.01
H -1.76 0.23 -2.27
H 0.35 0.91 1.67
H 0.75 2.37 1.00
H -1.78 0.08 1.42
H 0.49 -0.97 -0.06
H 2.46 -1.45 1.96
H -2.31 -1.29 0.40
*
```

* E_LUMO: 0.91 eV
* E_HOMO: -7.21 eV
* frontier orbital gap: 0.29856 Ha
* SMILES: CN(C)C(N)=O.NN

Results of the Mulliken charge analysis, in e, for atoms 1 through 8: -0.62 -0.71 -0.45 -0.08 -0.56 0.49 -0.92 -0.94

---

DFT (ωB97M-V with the def2-TZVPD basis set) results for a structure of composition ClFe2Pt in a non-equilibrium geometry.

The geometry in ORCA input format:
```
! RIJCOSX wB97M-V def2-TZVPD def2/J DEFGRID3
* xyz 5 11
Pt -0.30 0.82 1.78
Fe -0.32 -1.76 0.34
Fe 0.54 0.77 -2.08
Cl 0.08 0.18 -0.04
*
```

* E_LUMO (alpha / beta): -26.63 / -30.02 eV
* E_HOMO (alpha / beta): -38.43 / -37.45 eV
* frontier orbital gap (alpha / beta): 0.43350 / 0.27298 Ha

Calculated atomic charges, method Mulliken, unit e: 1.98 1.61 1.66 -0.26

---

DFT (ωB97M-V with the def2-TZVPD basis set) results for the ion C15H22N7O3 with charge +1 in a non-equilibrium geometry.

The geometry in ORCA input format:
```
! RIJCOSX wB97M-V def2-TZVPD def2/J DEFGRID3
* xyz 1 1
O 1.22 -1.47 -4.29
O -1.00 2.44 -0.68
O -1.43 -0.43 -0.13
N -0.35 -0.80 -2.82
N -1.64 3.08 1.43
N -1.03 2.67 5.55
N 0.63 0.47 0.18
N 3.00 -4.91 -1.25
N 2.11 -3.49 -2.63
N 0.58 2.80 4.02
C 0.07 3.35 5.14
C -2.68 4.04 1.05
C 0.26 1.53 1.15
C -0.24 -0.32 -0.45
C -1.25 1.66 4.64
C 0.31 -1.24 -1.55
C 1.39 -3.48 -1.46
C -0.08 0.86 2.51
C 3.07 -4.40 -2.51
C -0.28 1.76 3.69
C 0.11 -2.72 -1.25
C -0.88 2.39 0.56
C 1.98 -4.27 -0.55
C -0.70 -0.25 -5.09
C 0.15 -0.91 -4.04
H -1.63 -0.82 -5.22
H 1.71 -4.46 0.48
H 0.68 0.15 2.83
H -0.16 -2.82 -0.18
H -2.65 4.98 1.64
H 1.90 -2.93 -3.48
H -2.03 0.94 4.68
H 3.85 -4.67 -3.22
H -0.08 -0.20 -6.00
H 0.56 4.14 5.67
H -2.56 4.32 0.02
H -1.24 -0.37 -2.72
H 1.38 -1.03 -1.58
H 3.64 -5.62 -0.88
H -1.43 3.04 2.41
H -0.66 -3.17 -1.88
H -1.00 0.32 2.34
H -1.65 2.91 6.29
H 1.12 2.17 1.31
H -3.65 3.60 1.19
H 1.56 0.40 -0.14
H -0.97 0.77 -4.79
*
```

* E_LUMO: -2.61 eV
* E_HOMO: -11.05 eV
* frontier orbital gap: 0.31013 Ha
* SMILES: CNC(=O)[C@@H](Cc1c[nH]cn1)NC(=O)[C@@H](Cc1c[nH]c[nH+]1)NC(C)=O

Results of the Mulliken charge analysis, in e, for atoms 1 through 8: -0.79 -0.72 -0.68 -0.14 -0.04 -0.04 0.00 -0.06

---

DFT (ωB97M-V with the def2-TZVPD basis set) results for a cluster of 18 separate species, CH39NO17 in total in a non-equilibrium geometry.

The geometry in ORCA input format:
```
! RIJCOSX wB97M-V def2-TZVPD def2/J DEFGRID3
* xyz 0 1
O -2.95 -3.28 0.56
O -1.32 -1.33 -2.18
O -1.61 -0.45 2.69
O -3.86 1.58 0.93
O 2.45 -0.79 3.63
O 0.68 -2.19 2.02
O -2.18 4.01 0.78
O 3.94 -0.12 -0.19
O 0.05 0.34 -3.72
O 2.52 -2.92 -2.69
O -2.51 -0.82 0.16
O 3.11 -2.43 0.90
O 2.27 1.16 -2.45
O 0.92 3.42 -1.48
O -1.34 2.26 -2.57
O -1.47 2.30 2.72
O 0.13 -2.84 -0.64
N 1.27 1.36 1.35
C 0.36 0.62 0.43
H -1.57 4.31 0.12
H 2.08 2.08 -2.15
H -2.33 -0.75 3.24
H -0.72 2.37 2.11
H 1.92 -3.30 -2.04
H 0.81 0.67 -3.15
H 0.93 -3.02 2.43
H -2.20 2.80 2.26
H 0.09 3.04 -1.84
H 0.25 -1.61 2.67
H 1.70 -0.33 3.22
H 0.39 0.03 -4.57
H -2.93 -1.70 0.35
H 2.52 0.72 -1.63
H 2.91 -1.35 2.98
H -0.98 -0.70 -2.85
H -1.89 -0.60 0.87
H -0.37 -2.42 -1.43
H -2.43 -3.48 -0.23
H 3.29 -2.40 -0.06
H 0.06 -2.39 0.20
H 2.48 -2.02 -2.29
H -1.42 0.50 2.83
H -1.91 -0.94 -1.52
H 1.03 4.36 -1.61
H -0.33 0.03 1.04
H -3.21 0.86 1.02
H -1.43 1.28 -2.67
H 3.57 -0.57 0.62
H 2.14 0.83 1.28
H 4.50 -0.73 -0.66
H -4.53 1.11 0.41
H 1.46 2.29 1.01
H -2.31 2.34 -2.55
H 2.13 -2.44 0.97
H -2.24 -3.37 1.22
H 0.95 -0.04 -0.19
H -0.17 1.40 -0.19
H -2.70 3.22 0.54
*
```

* E_LUMO: -0.10 eV
* E_HOMO: -10.03 eV
* frontier orbital gap: 0.36499 Ha

Results of the Mulliken charge analysis, in e, for atoms 1 through 8: -0.74 -0.67 -0.62 -0.71 -0.64 -0.56 -0.67 -0.67

---

DFT (ωB97M-V with the def2-TZVPD basis set) results for the ion C5H7BrIN2 with charge +1 in a non-equilibrium geometry.

The geometry in ORCA input format:
```
! RIJCOSX wB97M-V def2-TZVPD def2/J DEFGRID3
* xyz 1 1
I -0.22 -0.77 2.41
Br 3.30 0.60 1.54
N -1.14 -1.60 -1.18
N 1.76 -0.44 -0.51
C 0.61 0.90 1.09
C 1.80 0.24 0.51
C -1.52 -0.73 -0.28
C -0.37 1.40 0.19
C -1.24 0.71 -0.50
H 0.95 1.69 1.82
H -1.91 1.07 -1.20
H -0.26 2.53 -0.13
H -2.32 -1.02 0.42
H 2.61 -0.79 -0.94
H -1.57 -2.50 -1.39
H -0.49 -1.27 -1.85
*
```

* E_LUMO: -4.75 eV
* E_HOMO: -13.58 eV
* frontier orbital gap: 0.32442 Ha
* SMILES: [H]/N=C(\Br)[C@H](I)/C=C\C=[NH2+]

Results of the Mulliken charge analysis, in e, for atoms 1 through 8: 0.21 -0.04 -0.16 -0.41 -0.96 0.42 -0.55 -0.04

---

DFT (ωB97M-V with the def2-TZVPD basis set) results for a structure of composition C31H71GeN5NbPSb in a non-equilibrium geometry.

The geometry in ORCA input format:
```
! RIJCOSX wB97M-V def2-TZVPD def2/J DEFGRID3
* xyz 3 1
Sb 0.61 1.49 -0.53
Nb 0.57 -0.72 1.07
Ge 0.32 -3.79 -0.82
P -1.19 0.29 3.77
N -0.54 0.15 5.34
N -1.36 1.94 3.50
N -0.24 -0.28 2.70
N -2.69 -0.54 3.69
N 2.70 -1.70 1.25
C 2.98 2.14 -2.47
C 0.69 0.88 5.62
C 4.74 -3.09 -10.05
C -0.40 -2.11 -0.09
C 1.72 -4.68 0.25
C 0.84 1.20 7.10
C -0.62 0.06 -5.07
C -5.28 -1.05 2.22
C -1.25 2.47 2.16
C -0.29 0.76 7.94
C -2.33 1.90 -5.43
C 4.70 -1.59 -9.83
C 5.83 -0.67 -10.03
C -3.87 -1.11 1.62
C 2.52 4.08 -0.83
C -1.24 4.29 4.49
C -4.01 -0.02 4.21
C -1.89 3.85 2.03
C -1.21 4.83 3.03
C -0.54 -0.73 7.67
C -1.19 -4.96 -0.70
C -2.88 -1.58 2.69
C -5.24 -0.84 3.78
C 3.37 -0.89 -9.38
C 3.67 2.03 -0.02
C 2.70 2.58 -1.01
C -0.63 -1.10 6.16
C -2.02 0.52 -5.03
C -1.76 2.84 4.64
C 1.08 -3.51 -2.58
C -3.19 -0.28 -4.59
H -1.41 -1.23 8.23
H 2.00 4.56 -1.65
H 5.45 -3.57 -9.34
H 3.05 -0.24 -10.24
H -5.86 -1.95 1.97
H 1.03 2.31 7.14
H 3.56 4.51 -0.74
H -1.91 -1.81 2.10
H -2.76 2.47 -4.55
H -1.90 4.92 5.06
H -3.93 -0.37 -5.36
H -0.84 -5.98 -0.87
H 6.65 -1.09 -10.64
H -1.73 1.72 1.48
H 3.09 1.04 -2.57
H 3.22 -2.16 0.46
H 2.73 -4.44 -0.02
H -1.51 2.38 5.59
H -2.84 2.95 4.66
H 2.18 2.41 -3.13
H -0.27 4.30 5.02
H 2.52 -2.42 1.94
H -3.80 -1.89 0.84
H 3.29 -0.91 1.66
H 3.89 2.61 -2.86
H 1.05 -2.48 -2.92
H 3.51 -0.18 -8.54
H -0.18 5.05 2.68
H -1.82 5.72 3.10
H 2.55 -1.59 -9.06
H 0.18 0.84 -5.25
H 1.80 0.77 7.37
H 6.39 -0.41 -9.05
H -4.21 1.07 3.94
H 1.58 -5.74 0.18
H 5.04 -3.31 -11.09
H 2.13 -3.77 -2.52
H -0.20 -0.33 -4.13
H -5.30 -1.79 4.31
H 5.54 0.30 -10.46
H -3.21 -2.51 3.19
H 0.67 1.74 4.96
H -5.82 -0.19 1.76
H 4.62 2.61 0.13
H -2.97 3.84 2.24
H -0.17 1.01 9.00
H 1.99 4.33 0.10
H -2.01 -4.66 -1.33
H -3.71 0.23 -3.73
H 0.29 -1.30 8.15
H -1.52 2.55 -5.78
H -3.03 1.89 -6.22
H -2.96 -1.35 -4.38
H -0.14 2.55 1.90
H 1.58 -4.36 1.33
H 3.32 2.06 1.01
H -1.78 4.27 0.99
H -6.12 -0.27 4.00
H 0.63 -4.19 -3.36
H -1.45 -2.25 0.08
H -3.94 0.03 5.36
H -0.38 -0.76 -5.76
H 3.83 0.95 -0.19
H -1.15 1.36 7.64
H 0.19 -1.78 5.89
H 1.51 0.33 5.21
H -1.41 -4.78 0.35
H -1.60 -1.56 5.98
H -0.50 -1.52 -1.02
H 3.73 -3.52 -9.91
H -3.69 -0.13 1.17
*
```

* E_LUMO (alpha / beta): -9.34 / -9.39 eV
* E_HOMO (alpha / beta): -12.28 / -12.22 eV
* frontier orbital gap (alpha / beta): 0.10770 / 0.10435 Ha

Results of the Mulliken charge analysis, in e, for atoms 1 through 8: 0.38 0.48 0.73 -1.02 0.43 0.89 -0.28 0.76

---

| no. | E (eV) |
| --- | --- |
| 1 | -11311.4843 |
| 2 | -84448.0109 |
| 3 | -32481.2837 |
| 4 | -37968.8387 |
| 5 | -86413.2719 |
| 6 | -114612.4156 |